Density functional theory data (ωB97M-V/def2-TZVPD) for 3 unconnected molecules or ions with the total composition C6H11NO3 at a distorted geometry.

Calculated total energy in eV: -14031.07166
Spin multiplicity: 1
Net charge: 0
Energy above the lowest of the compared OMol25 structures with the same formula, charge and spin in kJ/mol: 309.4
Largest force on an atom in hartree/bohr: 0.05553
E_LUMO in eV: 0.58
E_HOMO in hartree: -0.30882

Each line ends with the natural charge from an NBO analysis.
Atoms and positions in Å:
C: -0.766 2.371 -2.372  1.038
C: -1.825 -0.219 1.004  -0.266
C: -1.489 1.303 0.887  -0.126
C: 0.434 0.066 0.655  0.320
C: 2.922 -0.295 -1.087  -0.861
C: -0.158 -2.176 1.098  -0.399
N: -0.458 -0.794 0.992  -0.451
O: -1.787 2.556 -1.872  -0.539
O: 0.229 2.078 -2.877  -0.495
O: -0.131 1.255 0.407  -0.527
H: -2.365 -0.372 1.891  0.204
H: -2.412 -0.619 0.112  0.189
H: -2.067 1.851 0.097  0.236
H: -1.498 1.592 1.982  0.186
H: 3.969 -0.594 -1.081  0.198
H: 2.247 -1.133 -0.904  0.207
H: 2.667 0.387 -0.254  0.241
H: 1.002 -2.253 1.201  0.246
H: -0.722 -2.610 1.978  0.197
H: -0.535 -2.601 0.185  0.196
H: 2.742 0.209 -2.041  0.207



Density functional theory data (ωB97M-V/def2-TZVPD) for a gas-phase ion, C6H11NO3P (charge -1) at a distorted geometry.

Calculated total energy in eV: -23321.51777
Spin multiplicity: 1
Net charge: -1
Energy above the lowest of the compared OMol25 structures with the same formula, charge and spin in kJ/mol: 249.3
Largest force on an atom in hartree/bohr: 0.03526
E_LUMO in eV: 3.41
E_HOMO in hartree: -0.16494

Each line ends with the natural charge from an NBO analysis.
Atoms and positions in Å:
C: 1.471 -0.681 0.474  0.793
C: 2.608 1.689 0.053  -0.443
C: 2.080 2.886 -0.760  -0.067
C: 0.483 1.294 -0.757  0.166
C: 1.464 0.715 -0.070  -0.226
C: -3.312 -2.017 0.785  -0.997
N: -1.437 -1.878 -1.241  -1.362
O: 0.378 -1.348 0.438  -0.795
O: 2.518 -1.116 0.946  -0.696
O: 0.745 2.573 -1.169  -0.512
P: -1.505 -1.654 0.301  1.488
H: 3.530 1.276 -0.355  0.217
H: 2.791 1.949 1.099  0.204
H: 2.047 3.815 -0.181  0.169
H: 2.676 3.065 -1.665  0.167
H: -1.579 -0.390 0.892  -0.138
H: -0.472 0.893 -1.045  0.226
H: -3.507 -1.845 1.844  0.195
H: -3.535 -3.067 0.563  0.197
H: -4.012 -1.404 0.207  0.193
H: -2.356 -2.155 -1.579  0.337
H: -1.076 -2.602 1.220  -0.114



Density functional theory data (ωB97M-V/def2-TZVPD) for C6H11NO3S in the gas phase at a distorted geometry.

Calculated total energy in eV: -24867.14018
SMILES: CCCN1CCS(=O)(=O)C1=O
Spin multiplicity: 1
Net charge: 0
Energy above the lowest of the compared OMol25 structures with the same formula, charge and spin in kJ/mol: 144.2
Largest force on an atom in hartree/bohr: 0.08625
E_LUMO in eV: 0.41
E_HOMO in hartree: -0.37083

Each line ends with the natural charge from an NBO analysis.
Atoms and positions in Å:
C: 0.982 -2.696 1.386  -0.608
C: 0.460 -1.256 1.325  -0.398
C: 1.080 -0.555 0.124  -0.222
N: 0.625 0.843 0.053  -0.419
C: 1.202 1.888 0.918  -0.220
C: 0.260 3.087 0.976  -0.656
S: -0.550 3.125 -0.646  2.004
O: 0.224 4.032 -1.561  -0.886
O: -1.990 3.430 -0.480  -0.886
C: -0.220 1.329 -0.942  0.430
O: -0.531 0.637 -1.927  -0.560
H: 0.599 -3.197 2.295  0.218
H: 0.598 -3.244 0.543  0.210
H: 2.086 -2.735 1.392  0.203
H: -0.633 -1.316 1.193  0.214
H: 0.726 -0.705 2.257  0.193
H: 0.792 -1.114 -0.778  0.243
H: 2.159 -0.602 0.210  0.200
H: 2.176 2.195 0.501  0.206
H: 1.349 1.522 1.922  0.215
H: -0.530 2.915 1.706  0.251
H: 0.776 4.059 1.175  0.270



Density functional theory data (ωB97M-V/def2-TZVPD) for 2 unconnected molecules or ions with the total composition C6H11NO4S at a distorted geometry.

Calculated total energy in eV: -26909.92746
Spin multiplicity: 3
Net charge: 0
Energy above the lowest of the compared OMol25 structures with the same formula, charge and spin in kJ/mol: 0.0
Largest force on an atom in hartree/bohr: 0.11172
E_LUMO (spin up / spin down) in eV: 0.80 / -3.70
E_HOMO (spin up / spin down) in hartree: -0.22559 / -0.34059

Each line ends with the natural charge from an NBO analysis.
Atoms and positions in Å:
C: -2.202 -1.936 -0.018  0.747
C: -1.307 1.834 0.184  -0.417
C: -2.366 0.717 0.531  -0.444
C: -0.490 1.348 -0.970  -0.234
C: -1.634 -0.445 -0.008  0.059
C: 2.822 -1.597 -0.064  -0.826
N: -0.690 -0.034 -0.859  -0.554
O: -3.114 -1.892 -0.791  -0.203
O: -1.785 -2.844 0.653  -0.595
O: 0.490 -1.882 0.907  -0.933
O: 0.868 -2.228 -1.504  -1.019
S: 1.368 -2.690 -0.203  1.502
H: -1.983 2.773 0.146  0.224
H: -0.828 2.146 1.161  0.225
H: -2.432 0.579 1.626  0.219
H: -3.389 0.788 0.150  0.203
H: -0.710 1.864 -1.910  0.203
H: 0.573 1.725 -0.782  0.194
H: 3.098 -1.918 0.979  0.223
H: 3.571 -1.900 -0.800  0.236
H: 2.504 -0.505 -0.145  0.243
H: -0.463 -2.354 0.876  0.497
H: 0.045 -0.614 -1.281  0.450